The following is a quantum chemistry calculation of C10H25AsBeO3Se2Te as an isolated structure, from OMol25.

```
! wB97M-V def2-TZVPD RIJCOSX def2/J DEFGRID3
* xyz 0 1
Be 0.36917 0.15067 -0.04381
O -4.80352 2.57424 -0.42344
C -4.37220 1.20678 -0.46281
C -2.84842 1.12680 -0.63372
C -2.45448 1.70326 -1.99567
O -2.66351 3.10213 -2.11800
C -2.57309 -0.38938 -0.57299
Se -0.86499 -1.10066 -1.24455
C -2.21768 1.89559 0.53273
Se -0.25757 2.03678 0.63361
H -5.76155 2.59527 -0.35996
H -4.84787 0.69203 -1.30390
H -4.66127 0.69852 0.46365
H -3.01060 1.16122 -2.77452
H -1.39575 1.52357 -2.16353
H -3.51898 3.30072 -1.71701
H -3.33083 -0.91785 -1.15322
H -2.66708 -0.71608 0.46290
H -2.56540 1.45806 1.47013
H -2.55200 2.92843 0.50462
C 0.12150 -2.47843 4.28655
Te 0.83910 -1.72145 2.42908
C 2.12169 -0.28073 3.32159
H 0.58133 -1.88869 5.07660
H 0.40186 -3.52224 4.39207
H -0.95836 -2.37143 4.33740
H 2.65133 -0.74253 4.15136
H 1.53155 0.57016 3.65236
H 2.83116 0.05208 2.56719
C 4.61341 0.29069 -1.05594
As 3.02367 -0.73491 -1.21402
C 2.35603 -0.60479 -2.99219
C 3.36475 -2.55564 -0.79117
O 1.91177 -0.11284 -0.13832
H 5.37022 -0.08173 -1.74414
H 4.97075 0.22760 -0.03036
H 4.36213 1.32292 -1.29086
H 3.06861 -1.04730 -3.68700
H 2.20126 0.44690 -3.22393
H 1.39932 -1.12408 -3.03503
H 4.07333 -2.97890 -1.50098
H 2.41229 -3.08126 -0.83581
H 3.74892 -2.61353 0.22504
*
```

Output
E = -7943.19525 Ha

Löwdin population analysis, charges in e, atoms 1 to 8: -0.4498, -0.0640, -0.2047, -0.5737, -0.2521, -0.0565, -0.5224, 0.6360


The following is a quantum chemistry calculation of C10H25FNbO2 as an isolated structure, from OMol25.

```
! wB97M-V def2-TZVPD RIJCOSX def2/J DEFGRID3
* xyz -1 1
C 1.14672 -0.45202 0.24348
C 0.16558 0.84228 0.01726
F 0.36086 1.87019 1.08023
Nb -1.99877 0.13584 -0.05552
H 0.71884 -1.47315 -0.15226
H 1.30574 -0.56672 1.40242
H 2.17064 -0.27905 -0.33457
H 0.47772 1.34281 -0.99371
H -2.23419 0.67673 -1.79391
H -1.42327 -1.50753 -0.56951
H -1.97516 -0.34645 1.72450
H -2.59050 1.79782 0.44099
H -3.70830 -0.52486 -0.14351
C 1.55142 0.03447 5.59018
C 0.44488 1.05680 5.55629
C -0.36702 0.60543 4.36184
O -0.22192 -0.81879 4.27423
C 0.83250 -1.22469 5.15779
H 2.03043 -0.06252 6.56774
H 2.32145 0.29648 4.85483
H -0.15849 0.98046 6.46854
H 0.79996 2.08653 5.46631
H 0.01843 1.03838 3.43267
H -1.42622 0.86263 4.45356
H 0.37427 -1.73321 6.01305
H 1.49236 -1.92991 4.64503
C -0.67548 -0.64415 -5.90858
C 0.13418 0.62531 -5.84834
C 0.44660 0.73207 -4.37164
O 0.51566 -0.60721 -3.86302
C -0.00032 -1.50039 -4.85964
H -0.68785 -1.11112 -6.89664
H -1.71113 -0.43820 -5.61301
H 1.06231 0.50051 -6.41849
H -0.39120 1.50104 -6.23769
H -0.35192 1.25329 -3.83307
H 1.39169 1.24809 -4.17934
H 0.84562 -2.05276 -5.28309
H -0.68612 -2.21443 -4.39540
*
```

Output
E = -703.00559 Ha
energy above the lowest of the compared OMol25 structures with the same formula, charge and spin = 18.6 kcal/mol

Löwdin population analysis, charges in e, atoms 1 to 8: -0.2011, -0.5425, -0.2536, 0.9204, 0.0248, 0.0639, 0.0632, 0.0634


The following is a quantum chemistry calculation of C10H25KNO4 as an isolated structure, from OMol25.

```
! wB97M-V def2-TZVPD RIJCOSX def2/J DEFGRID3
* xyz -1 1
K 8.78477 6.85187 35.34772
C 9.40779 7.06625 30.44651
C 9.99506 6.64124 31.83061
O 10.15940 7.59096 32.78619
H 8.52662 7.69973 30.54814
H 8.82583 6.32487 29.89901
H 10.14513 7.46456 29.74953
H 10.90196 6.06169 31.65812
H 9.35278 5.94523 32.37019
C 11.38606 9.08801 37.61106
C 10.32341 9.98986 36.99834
O 9.89238 9.48984 35.78366
H 11.61411 9.56203 38.56573
H 12.24963 9.06250 36.94647
H 11.18727 8.02247 37.72593
H 10.57532 11.04260 36.87032
H 9.59065 9.89691 37.79991
C 9.60730 4.14840 37.83375
O 8.65219 4.41966 36.76677
C 7.32360 4.13858 37.04667
C 6.69552 5.33479 37.77497
N 6.41849 6.44726 36.85575
C 6.23292 7.70181 37.63394
C 4.75758 7.74891 38.21201
O 4.02363 7.17940 37.17670
C 2.64502 7.40129 37.34876
H 10.49950 4.76699 37.73677
H 9.92978 3.10974 37.90662
H 9.25959 4.35563 38.84580
H 7.20259 3.25292 37.67041
H 6.64936 3.94034 36.21348
H 7.31584 5.64776 38.61481
H 5.73903 4.98252 38.16115
H 5.47556 6.40098 36.49681
H 6.35761 8.56115 36.97509
H 6.97779 7.82335 38.42039
H 4.55648 8.81438 38.32352
H 4.63030 7.10665 39.08344
H 2.45229 8.34369 36.83608
H 2.28485 7.32316 38.37456
H 2.03741 6.70220 36.77414
*
```

Output
E = -1351.50697 Ha

Löwdin population analysis, charges in e, atoms 1 to 8: 0.7615, -0.1292, -0.5870, -0.4007, 0.0438, 0.0275, 0.0442, 0.0583


The following is a quantum chemistry calculation of C10H25N2P as an isolated structure, from OMol25.

```
! wB97M-V def2-TZVPD RIJCOSX def2/J DEFGRID3
* xyz 0 1
C -2.38463 -0.34510 -0.48253
C -1.80279 -1.40289 1.73997
C -2.23918 1.11009 1.49631
C 0.91373 2.88438 0.03535
C 2.55919 1.05165 -0.29638
C 0.74780 1.16107 -2.01905
C 2.16243 -2.04396 0.34425
C 0.32736 -2.39468 -1.33087
C -1.67310 -0.16171 0.82994
C 1.07921 1.39423 -0.56134
N 0.56804 0.25074 2.10735
N 1.16272 -1.50396 -0.60994
P 0.17272 0.10490 0.62513
H -3.40408 -0.03888 -0.37857
H -2.00832 0.34844 -1.30001
H -2.16107 -1.35183 -0.98569
H -1.58855 -2.43793 1.13297
H -2.83879 -1.57803 2.04523
H -1.07556 -1.56593 2.63907
H -2.06780 1.25556 2.56398
H -1.51282 1.98054 1.07629
H -3.30127 1.11832 1.32321
H -0.15948 3.25633 0.03552
H 1.21712 2.85230 1.04619
H 1.59037 3.45716 -0.62819
H 2.67152 0.66967 0.77572
H 3.07807 1.97803 -0.46853
H 2.83573 0.21065 -0.95844
H 0.67191 0.07351 -2.30616
H -0.35677 1.56685 -2.03754
H 1.44403 1.59570 -2.68326
H 2.08230 -3.07006 0.80698
H 3.09680 -2.11525 -0.19376
H 2.31011 -1.35121 1.12867
H 1.17797 -2.89708 -2.05402
H -0.29500 -3.04775 -0.70427
H -0.32066 -1.73894 -1.96686
H 1.57915 0.42394 2.35049
*
```

Output
E = -846.71723 Ha
energy above the lowest of the compared OMol25 structures with the same formula, charge and spin = 32.9 kcal/mol

Löwdin population analysis, charges in e, atoms 1 to 8: -0.1065, -0.1184, -0.0863, -0.0742, -0.1175, -0.0989, -0.1842, -0.2161


| no. | E_LUMO (eV) | highest occupied orbital energy (eV) | Kohn-Sham gap (eV) |
| --- | --- | --- | --- |
| 1 | 0.07 | -6.9 | 6.986 |
| 2 | 2.76 | -4.5 | 7.257 |
| 3 | 1.98 | -2.2 | 4.144 |
| 4 | 0.80 | -7.7 | 8.518 |